# C75H57ClF17NO20

A cluster of 10 separate species, C75H57ClF17NO20 in total (the ωB97M-V functional and the def2-TZVPD basis, OMol25).

**SMILES string**: [H]/N=C(\C)C[C@H]1C(=O)O[C@](C)(CCCCl)[C@H]1CCC(F)(F)C(F)(F)C(F)(F)C(F)(F)C(F)(F)C(F)(F)C(F)(F)C(F)(F)F.O=C1C=CC(=O)C=C1.O=C1C=CC(=O)C=C1.O=C1C=CC(=O)C=C1.O=C1C=CC(=O)C=C1.O=C1C=CC(=O)C=C1.O=C1C=CC(=O)C=C1.O=C1C=CC(=O)C=C1.O=C1C=CC(=O)C=C1.O=C1C=CC(=O)C=C1
**Frontier orbital gap**: 7.921 eV
**HOMO energy**: -9.621 eV
**LUMO**: -1.7 eV
**Spin multiplicity**: 1
**Electronic energy**: -6609.3696 Eh

Last column: Löwdin charge in e.
Cartesian coordinates (Å):
H -3.641 5.162 -1.712  0.05
N -2.741 5.046 -2.180  0.14
C -2.209 3.940 -1.844  -0.41
C -2.864 2.947 -0.904  -0.03
C -0.863 3.571 -2.399  -0.09
C -0.867 2.277 -3.237  -0.13
C -1.557 2.454 -4.573  -0.39
O -2.564 3.051 -4.845  0.14
O -0.872 1.745 -5.508  0.03
C 0.373 1.181 -5.013  -0.37
C 1.430 1.808 -5.930  0.00
C 0.281 -0.347 -5.370  -0.09
C 0.619 -1.401 -4.292  -0.23
C -0.615 -2.048 -3.650  -0.54
Cl -1.022 -1.405 -2.028  0.60
C 0.495 1.594 -3.529  -0.16
C 1.721 2.441 -3.174  -0.11
C 2.951 1.610 -2.732  -0.05
C 3.106 1.624 -1.218  -0.41
F 1.920 1.536 -0.565  0.12
F 3.647 2.842 -0.870  0.10
C 4.113 0.579 -0.642  -0.31
F 5.104 0.438 -1.559  0.14
F 4.684 1.069 0.484  0.13
C 3.514 -0.858 -0.386  -0.31
F 4.445 -1.780 -0.730  0.16
F 2.441 -1.020 -1.201  0.13
C 3.082 -1.136 1.078  -0.31
F 2.399 -0.048 1.524  0.15
F 4.165 -1.308 1.867  0.15
C 2.117 -2.351 1.305  -0.32
F 1.989 -2.481 2.651  0.16
F 0.904 -2.034 0.791  0.13
C 2.572 -3.709 0.722  -0.33
F 2.371 -3.706 -0.615  0.16
F 3.901 -3.856 0.963  0.16
C 1.878 -4.975 1.316  -0.33
F 2.231 -5.153 2.602  0.17
F 2.363 -6.019 0.588  0.15
C 0.329 -5.035 1.213  -0.51
F -0.226 -4.134 2.031  0.18
F -0.077 -4.831 -0.046  0.18
F -0.062 -6.271 1.604  0.16
H -2.188 2.124 -0.689  0.06
H -3.103 3.460 0.025  0.09
H -3.775 2.580 -1.362  0.03
H -0.463 4.430 -2.937  0.13
H -0.220 3.385 -1.532  0.12
H -1.541 1.601 -2.699  0.14
H 1.208 1.530 -6.957  0.10
H 1.341 2.897 -5.880  0.10
H 2.444 1.530 -5.647  0.10
H -0.733 -0.524 -5.703  0.09
H 0.933 -0.536 -6.218  0.11
H 1.139 -2.222 -4.792  0.11
H 1.304 -1.039 -3.532  0.07
H -0.451 -3.114 -3.509  0.07
H -1.486 -1.949 -4.292  0.07
H 0.484 0.757 -2.834  0.09
H 1.496 3.133 -2.368  0.10
H 2.027 3.063 -4.011  0.11
H 3.868 2.013 -3.153  0.13
H 2.847 0.591 -3.104  0.12
O -5.829 1.508 -9.893  0.11
C -4.795 1.040 -9.467  -0.38
C -4.355 -0.327 -9.867  0.02
C -3.240 -0.866 -9.379  0.02
C -2.392 -0.118 -8.419  -0.37
O -1.404 -0.607 -7.907  0.09
C -2.809 1.252 -8.048  0.04
C -3.925 1.792 -8.529  0.03
H -5.001 -0.854 -10.557  0.12
H -2.913 -1.866 -9.637  0.12
H -2.169 1.771 -7.346  0.10
H -4.258 2.781 -8.245  0.11
O -4.890 0.552 -0.778  0.09
C -5.022 -0.572 -0.341  -0.34
C -3.902 -1.272 0.334  0.02
C -4.051 -2.502 0.820  0.02
C -5.343 -3.222 0.706  -0.37
O -5.478 -4.343 1.153  0.09
C -6.465 -2.522 0.033  0.03
C -6.317 -1.291 -0.451  0.03
H -2.970 -0.726 0.408  0.10
H -3.254 -3.030 1.321  0.10
H -7.398 -3.066 -0.037  0.12
H -7.120 -0.758 -0.946  0.09
O -7.089 0.536 -2.198  0.05
C -6.695 1.208 -3.129  -0.34
C -7.060 0.866 -4.527  0.03
C -6.622 1.593 -5.551  0.03
C -5.755 2.779 -5.336  -0.37
O -5.339 3.425 -6.273  0.10
C -5.391 3.123 -3.939  0.03
C -5.828 2.393 -2.915  0.02
H -7.693 -0.002 -4.658  0.12
H -6.870 1.362 -6.580  0.12
H -4.746 3.983 -3.811  0.11
H -5.572 2.618 -1.888  0.10
O 1.972 5.805 1.463  0.10
C 2.988 5.611 2.097  -0.38
C 3.789 4.376 1.907  0.03
C 4.902 4.159 2.605  0.03
C 5.384 5.147 3.603  -0.38
O 6.390 4.950 4.254  0.10
C 4.586 6.386 3.792  0.02
C 3.474 6.599 3.093  0.02
H 3.414 3.678 1.184  0.09
H 5.506 3.267 2.484  0.10
H 4.957 7.091 4.525  0.09
H 2.874 7.492 3.215  0.12
O -1.198 -11.189 1.458  0.11
C -0.637 -10.727 0.489  -0.38
C -0.613 -11.452 -0.807  0.02
C 0.003 -10.945 -1.871  0.02
C 0.692 -9.632 -1.808  -0.38
O 1.250 -9.167 -2.778  0.11
C 0.669 -8.907 -0.512  0.02
C 0.053 -9.413 0.553  0.02
H -1.123 -12.407 -0.829  0.12
H 0.033 -11.456 -2.825  0.12
H 1.177 -7.953 -0.492  0.10
H 0.019 -8.902 1.506  0.11
O -2.122 0.478 6.017  0.10
C -1.807 0.930 4.935  -0.38
C -1.909 2.383 4.649  0.02
C -1.574 2.877 3.461  0.03
C -1.082 1.994 2.375  -0.37
O -0.787 2.434 1.286  0.09
C -0.975 0.543 2.663  0.02
C -1.311 0.047 3.849  0.03
H -2.273 3.005 5.457  0.12
H -1.643 3.932 3.226  0.13
H -0.613 -0.080 1.854  0.11
H -1.250 -1.010 4.075  0.11
O 8.942 -2.958 3.540  0.11
C 8.643 -1.827 3.227  -0.38
C 7.366 -1.531 2.530  0.03
C 7.040 -0.288 2.185  0.02
C 7.937 0.854 2.486  -0.37
O 7.635 1.985 2.169  0.10
C 9.213 0.562 3.186  0.02
C 9.539 -0.681 3.529  0.02
H 6.725 -2.380 2.324  0.12
H 6.123 -0.048 1.679  0.08
H 9.849 1.412 3.395  0.12
H 10.463 -0.920 4.040  0.12
O 3.438 5.837 11.131  0.11
C 3.740 6.356 10.079  -0.39
C 4.552 5.634 9.066  0.02
C 4.884 6.205 7.912  0.03
C 4.454 7.589 7.590  -0.37
O 4.757 8.103 6.534  0.09
C 3.643 8.313 8.599  0.02
C 3.311 7.741 9.753  0.02
H 4.854 4.627 9.325  0.12
H 5.477 5.701 7.158  0.12
H 3.343 9.320 8.340  0.12
H 2.720 8.247 10.505  0.12
O -6.476 -5.161 7.335  0.11
C -5.724 -4.675 6.520  -0.38
C -5.489 -5.321 5.204  0.03
C -4.662 -4.787 4.309  0.02
C -3.942 -3.522 4.594  -0.36
O -3.188 -3.036 3.770  0.08
C -4.174 -2.870 5.906  0.03
C -5.002 -3.406 6.799  0.03
H -6.028 -6.242 5.020  0.12
H -4.481 -5.235 3.340  0.11
H -3.639 -1.946 6.091  0.11
H -5.190 -2.952 7.763  0.12

---

# C27H48N3O9

A cluster of 3 separate species, C27H48N3O9 in total (the ωB97M-V functional and the def2-TZVPD basis, OMol25).

**Frontier orbital gap**: 6.687 eV
**HOMO energy**: -11.160 eV
**LUMO**: -4.5 eV
**Spin multiplicity**: 1
**Net charge**: +1
**Electronic energy**: -1898.6338 Eh

Last column: Löwdin charge in e.
Cartesian coordinates (Å):
C -4.573 2.768 -2.442  -0.10
O -3.729 1.654 -2.149  -0.21
C -2.369 1.975 -2.412  -0.26
C -1.484 0.888 -1.816  -0.18
C 0.000 1.054 -2.223  -0.20
C 0.827 -0.233 -1.961  -0.21
C 1.509 -0.222 -0.589  -0.21
C 2.374 -1.499 -0.351  -0.17
C 3.840 -1.167 0.067  -0.20
C 4.259 -1.747 1.430  -0.19
C 3.261 -1.465 2.580  -0.17
C 3.815 -0.504 3.690  -0.09
C 3.595 0.912 3.175  -0.17
N 4.315 1.270 2.150  0.19
N 4.081 2.476 1.687  0.11
C 3.235 3.370 2.142  -0.13
C 3.103 4.704 1.423  -0.14
O 2.384 5.623 2.205  -0.10
N 1.049 5.721 1.640  0.02
O 0.332 6.146 2.435  0.13
C 2.469 3.028 3.253  0.10
C 2.632 1.780 3.805  -0.07
C 1.824 1.400 5.005  -0.08
C 0.363 0.964 4.659  -0.13
O -0.510 1.547 5.640  -0.04
C -1.229 2.586 5.116  -0.29
O -0.716 3.524 4.551  0.08
H -4.626 3.406 -1.550  0.09
H -5.559 2.394 -2.728  0.09
H -4.167 3.327 -3.298  0.08
H -2.176 2.937 -1.901  0.12
H -2.232 2.119 -3.495  0.13
H -1.548 0.984 -0.724  0.11
H -1.867 -0.078 -2.162  0.12
H 0.448 1.930 -1.728  0.10
H -0.016 1.303 -3.294  0.11
H 0.114 -1.063 -2.043  0.11
H 1.553 -0.297 -2.778  0.10
H 0.716 -0.179 0.175  0.10
H 2.105 0.701 -0.529  0.09
H 1.870 -2.152 0.369  0.11
H 2.438 -1.983 -1.333  0.09
H 3.967 -0.083 -0.011  0.08
H 4.506 -1.604 -0.687  0.11
H 4.472 -2.814 1.312  0.11
H 5.209 -1.267 1.705  0.10
H 2.951 -2.401 3.057  0.12
H 2.347 -0.982 2.201  0.10
H 4.894 -0.651 3.794  0.13
H 3.266 -0.670 4.612  0.10
H 4.633 2.751 0.876  0.20
H 2.562 4.525 0.480  0.14
H 4.105 5.053 1.142  0.14
H 1.753 3.745 3.647  0.13
H 2.276 0.643 5.645  0.12
H 1.730 2.301 5.622  0.14
H 0.068 1.226 3.640  0.13
H 0.294 -0.115 4.819  0.13
H -2.325 2.528 5.223  0.16
O -8.938 1.889 -1.701  0.11
C -8.588 0.953 -1.039  -0.53
O -7.272 0.744 -0.837  -0.01
C -6.744 -0.208 0.086  -0.24
C -6.638 -1.585 -0.536  -0.06
C -9.583 -0.047 -0.499  0.01
H -7.320 -0.213 1.014  0.11
H -5.747 0.150 0.341  0.12
H -7.615 -1.976 -0.818  0.07
H -6.176 -2.286 0.161  0.08
H -6.035 -1.543 -1.444  0.08
H -9.799 -0.785 -1.270  0.10
H -10.499 0.484 -0.248  0.09
H -9.257 -0.553 0.407  0.07
O 2.430 -2.080 -4.288  0.10
C 2.512 -3.267 -4.120  -0.53
O 3.567 -3.765 -3.449  -0.01
C 3.666 -5.130 -3.025  -0.24
C 4.226 -6.014 -4.120  -0.06
C 1.504 -4.217 -4.719  0.02
H 2.708 -5.490 -2.647  0.11
H 4.351 -5.126 -2.178  0.12
H 3.574 -6.035 -4.993  0.07
H 4.351 -7.035 -3.760  0.08
H 5.193 -5.637 -4.453  0.09
H 1.787 -4.430 -5.749  0.10
H 0.531 -3.731 -4.711  0.09
H 1.394 -5.150 -4.172  0.07

---

Among the records above, which one has the highest HOMO energy?
C75H57ClF17NO20